{"formula": "C17H18BN7O3STi", "method": "ωB97M-V/def2-TZVPD", "species": ["C", "N", "N", "C", "C", "B", "N", "N", "C", "C", "C", "Ti", "N", "N", "C", "C", "C", "H", "H", "H", "H", "H", "H", "H", "H", "H", "H", "H", "C", "H", "H", "H", "O", "C", "N", "S", "O", "O", "C", "C", "C", "C", "C", "C", "H", "H", "H", "H"], "xyz": [[2.63, -1.24, -0.58], [1.39, -0.93, -1.05], [1.52, -0.54, -2.38], [2.83, -0.63, -2.72], [3.56, -1.05, -1.61], [0.27, -0.19, -3.27], [-0.82, -1.30, -2.92], [-1.29, -1.56, -1.64], [-2.13, -2.64, -1.74], [-2.15, -3.09, -3.05], [-1.31, -2.24, -3.76], [-0.33, -1.08, 0.16], [-0.29, 1.29, -3.07], [-0.67, 1.62, -1.80], [-1.34, 2.77, -1.83], [-1.27, 3.32, -3.13], [-0.61, 2.33, -3.90], [-1.87, 3.17, -0.96], [-0.41, 2.34, -4.96], [-1.66, 4.26, -3.43], [0.53, -0.29, -4.41], [-0.99, -2.28, -4.79], [3.17, -0.41, -3.72], [-2.70, -3.93, -3.44], [4.63, -1.19, -1.52], [-2.64, -3.04, -0.87], [2.79, -1.56, 0.44], [-1.72, -1.94, 1.05], [-0.86, -2.65, 1.33], [-1.15, -3.64, 0.96], [0.22, -2.39, 0.92], [-0.83, -2.68, 2.42], [-1.50, 0.36, 1.00], [-0.51, 0.77, 1.75], [0.69, 0.24, 1.40], [1.97, 0.60, 2.44], [2.47, -0.62, 2.99], [2.87, 1.61, 1.92], [0.84, 1.36, 3.53], [1.20, 1.59, 4.85], [0.20, 2.00, 5.73], [-1.11, 2.15, 5.25], [-1.46, 1.87, 3.93], [-0.45, 1.46, 3.03], [2.22, 1.40, 5.15], [0.46, 2.18, 6.76], [-1.88, 2.47, 5.96], [-2.49, 1.94, 3.57]], "lowdin_charge": [-0.08, -0.08, 0.00, -0.02, -0.01, -0.39, -0.01, -0.07, -0.09, -0.01, -0.02, 1.02, 0.03, 0.15, -0.04, 0.11, 0.10, 0.14, 0.16, 0.13, 0.12, 0.14, 0.14, 0.12, 0.12, 0.12, 0.11, 0.08, -0.01, 0.10, 0.06, 0.12, -0.10, -0.40, -0.14, 0.69, -0.25, -0.23, -0.22, 0.00, 0.00, -0.02, 0.03, -0.12, 0.14, 0.13, 0.13, 0.13], "gap_ev": [8.0, 5.0], "total_charge": 2, "spin_multiplicity": 3, "e_homo_ev": [-15.172, -15.174], "lumo_energy_ev": [-7.212, -10.196], "relative_energy_kcal_mol": 47.5}

{"formula": "C17H18BN7O4Sn", "method": "ωB97M-V/def2-TZVPD", "species": ["H", "N", "B", "N", "C", "Sn", "H", "C", "H", "C", "H", "C", "H", "H", "H", "N", "N", "N", "N", "C", "C", "H", "H", "C", "C", "C", "C", "H", "H", "H", "H", "H", "O", "C", "O", "C", "C", "C", "C", "C", "C", "N", "O", "O", "H", "H", "H", "H"], "xyz": [[-0.64, 2.79, 0.34], [-0.09, 1.59, -1.31], [0.69, 0.74, -3.59], [0.52, 1.86, -2.53], [0.81, 3.17, -2.60], [-0.70, -0.44, -0.81], [1.30, 3.53, -3.51], [0.38, 3.78, -1.43], [0.46, 4.83, -1.17], [-0.19, 2.76, -0.65], [1.20, 1.15, -4.60], [-1.48, -2.21, -0.11], [-1.89, -2.11, 0.97], [-0.54, -2.83, -0.12], [-2.28, -2.70, -0.75], [-0.74, 0.16, -3.79], [1.51, -0.41, -2.94], [-1.43, -0.34, -2.69], [1.09, -0.98, -1.76], [-1.49, 0.06, -4.87], [2.68, -0.95, -3.31], [-1.04, 0.40, -5.77], [3.13, -0.59, -4.23], [-2.70, -0.50, -4.53], [3.02, -1.91, -2.36], [-2.65, -0.74, -3.16], [2.01, -1.90, -1.39], [-3.51, -0.72, -5.16], [3.91, -2.55, -2.37], [-3.38, -1.16, -2.45], [1.91, -2.43, -0.46], [-2.29, -0.43, -0.40], [-1.26, 0.90, 1.40], [-0.26, 0.25, 1.80], [0.50, -0.46, 1.00], [0.08, 0.15, 3.23], [1.08, -0.70, 3.73], [1.21, -0.88, 5.09], [0.34, -0.18, 5.98], [-0.60, 0.72, 5.48], [-0.75, 0.89, 4.11], [0.39, -0.46, 7.37], [1.21, -1.29, 7.79], [-0.40, 0.15, 8.13], [1.73, -1.25, 3.02], [1.94, -1.55, 5.51], [-1.26, 1.27, 6.15], [-1.51, 1.54, 3.70]], "lowdin_charge": [0.12, -0.05, -0.44, -0.01, -0.01, 1.24, 0.16, 0.00, 0.13, -0.06, 0.14, -0.02, 0.12, 0.11, 0.09, 0.02, 0.01, -0.13, -0.07, 0.01, 0.01, 0.15, 0.16, 0.02, 0.01, -0.06, -0.06, 0.12, 0.13, 0.13, 0.13, 0.24, 0.00, -0.53, -0.09, -0.13, 0.01, 0.05, -0.11, 0.04, 0.03, -0.31, 0.09, 0.09, 0.13, 0.13, 0.14, 0.13], "gap_ev": 3.3, "total_charge": 2, "e_homo_ev": -15.024, "lumo_energy_ev": -11.744}

{"formula": "C17H18Cl3FN3O10OsSSi", "method": "ωB97M-V/def2-TZVPD", "species": ["Os", "Cl", "C", "Cl", "Cl", "C", "O", "O", "C", "Si", "C", "C", "N", "C", "C", "C", "C", "C", "C", "H", "H", "H", "H", "H", "H", "H", "H", "H", "H", "H", "H", "H", "H", "O", "S", "O", "O", "O", "F", "C", "C", "N", "C", "C", "O", "O", "C", "O", "N", "C", "O", "H", "H", "H", "H"], "xyz": [[-0.22, -0.04, 0.16], [-1.84, -3.09, 4.68], [-1.41, -1.49, 4.10], [-2.82, -0.42, 4.23], [-0.08, -0.84, 5.08], [-0.92, -1.53, 2.62], [-0.65, -2.60, 2.11], [-0.80, -0.34, 2.13], [2.69, -1.64, -2.14], [1.65, -2.38, -0.75], [-0.05, -3.09, -1.15], [2.63, -3.88, -0.13], [1.39, -1.11, 0.48], [2.12, -0.81, 1.62], [2.77, -1.80, 2.38], [3.42, -1.47, 3.56], [3.46, -0.16, 4.01], [2.86, 0.83, 3.25], [2.21, 0.52, 2.07], [2.62, -2.27, -3.03], [3.74, -1.59, -1.85], [2.36, -0.64, -2.41], [0.02, -3.91, -1.87], [-0.72, -2.34, -1.57], [-0.50, -3.48, -0.24], [2.64, -4.61, -0.94], [2.15, -4.35, 0.73], [3.67, -3.66, 0.12], [2.72, -2.83, 2.06], [3.90, -2.25, 4.13], [3.96, 0.09, 4.94], [2.89, 1.87, 3.57], [1.80, 1.31, 1.46], [1.49, 1.37, -3.04], [0.45, 1.44, -2.05], [0.96, 1.80, -0.70], [-0.04, -0.05, -1.78], [-0.72, 2.18, -2.44], [-3.32, 4.31, -4.46], [-3.53, 4.16, -3.15], [-3.65, 2.94, -2.62], [-3.91, 2.75, -1.28], [-4.05, 1.41, -0.74], [-2.74, 0.69, -0.38], [-2.68, -0.54, -0.53], [-1.79, 1.38, 0.12], [-3.97, 3.81, -0.40], [-4.19, 3.68, 0.79], [-3.78, 5.04, -0.98], [-3.57, 5.35, -2.33], [-3.46, 6.51, -2.69], [-3.57, 2.06, -3.24], [-4.60, 0.78, -1.43], [-4.61, 1.52, 0.19], [-3.77, 5.83, -0.35]], "lowdin_charge": [1.83, 0.61, -1.51, 0.61, 0.62, -0.78, 0.03, -0.22, -0.15, 0.47, -0.17, -0.19, -0.22, -0.34, -0.03, -0.10, -0.12, -0.09, -0.05, 0.04, 0.03, -0.01, 0.03, 0.01, 0.02, 0.03, 0.03, 0.03, 0.08, 0.10, 0.10, 0.10, 0.09, -0.30, 0.32, -0.40, -0.50, -0.30, 0.09, -0.19, 0.04, 0.01, -0.02, -0.63, -0.01, -0.13, -0.46, 0.08, 0.22, -0.40, 0.09, 0.16, 0.13, 0.14, 0.16], "gap_ev": [8.3, 7.0], "total_charge": -1, "spin_multiplicity": 5, "e_homo_ev": [-5.838, -6.229], "lumo_energy_ev": [2.460, 0.763], "relative_energy_kcal_mol": 8.0}

| no. | electronic energy (a.u.) |
| --- | --- |
| 1 | -2539.555829 |
| 2 | -1581.231302 |
| 3 | -3834.295842 |